(1)
Entry from OMol25: a cluster of 2 separate species, C6H13O3Si in total at a distorted geometry (ωB97M-V with the def2-TZVPD basis set).

Cartesian coordinates (Å):
1 C 1.076 -0.512 4.056
2 C -0.699 -2.323 1.406
3 C 1.389 1.544 -1.040
4 C -1.571 0.870 -1.405
5 C 0.787 -1.879 1.743
6 C 0.672 -0.633 2.657
7 O -0.110 -0.967 3.935
8 O 1.839 -0.105 4.845
9 O -0.396 1.236 1.172
10 Si -0.336 1.734 -0.257
11 H -0.714 -3.071 0.592
12 H -1.350 -2.648 2.253
13 H -1.317 -1.426 1.050
14 H 2.082 2.355 -0.532
15 H 1.892 0.499 -1.020
16 H 1.414 1.903 -2.070
17 H -2.003 1.737 -1.917
18 H -1.213 0.324 -2.243
19 H -2.190 0.114 -0.875
20 H 1.137 -1.428 0.857
21 H 1.496 -2.672 2.061
22 H 0.264 0.182 2.136
23 H -0.673 3.126 -0.115

Output
LUMO level	3.6447	eV
energy relative to the best compared isomer or geometry (same formula, charge and spin)	1.680	eV
E_HOMO	-4.48	eV
net charge	-1
Kohn-Sham gap	8.13	eV
electronic energy	-751.632905	hartree

(2)
Entry from OMol25: an isolated molecule of C4H8N2O (ωB97M-V with the def2-TZVPD basis set).

Cartesian coordinates (Å):
1 C 1.202 0.579 1.042
2 C 0.226 -0.047 0.075
3 C 0.541 -1.334 -0.588
4 N -0.490 -1.265 0.450
5 C -0.586 0.966 -0.709
6 O -0.053 1.926 -1.243
7 N -1.912 0.701 -0.749
8 H 1.887 -0.170 1.453
9 H 1.779 1.354 0.533
10 H 0.661 1.048 1.872
11 H 0.170 -1.534 -1.590
12 H 1.494 -1.802 -0.348
13 H -0.137 -1.623 1.334
14 H -2.260 -0.118 -0.273
15 H -2.523 1.317 -1.259

Output
structure (SMILES)	C[C@@]1(C(N)=O)CN1
LUMO level	1.0051	eV
energy relative to the best compared isomer or geometry (same formula, charge and spin)	1.158	eV
E_HOMO	-9.54	eV
Kohn-Sham gap	10.55	eV
electronic energy	-341.961080	hartree

(3)
Entry from OMol25: a cluster of 2 separate species, C2H3NO2 in total at a distorted geometry (ωB97M-V with the def2-TZVPD basis set).

Cartesian coordinates (Å):
1 C 1.165 -0.008 -0.311
2 C -0.098 0.002 0.275
3 N -2.041 -0.145 -0.500
4 O -2.790 -0.357 0.364
5 O 0.602 1.202 -0.009
6 H 2.096 -0.232 0.292
7 H 1.472 -0.187 -1.325
8 H -0.407 -0.275 1.213

Output
LUMO level (alpha / beta)	-0.1787 / -0.1795	eV
energy relative to the best compared isomer or geometry (same formula, charge and spin)	6.028	eV
E_HOMO (alpha / beta)	-8.30 / -8.30	eV
Kohn-Sham gap (alpha / beta)	8.12 / 8.12	eV
electronic energy	-283.036468	hartree

(4)
Entry from OMol25: an isolated molecule of C21H21O2P at a distorted geometry (ωB97M-V with the def2-TZVPD basis set).

Cartesian coordinates (Å):
1 O -1.571 1.367 -0.747
2 O -1.154 -0.340 0.954
3 C 5.060 0.879 4.639
4 C 4.628 1.832 3.660
5 C -1.080 -2.357 -4.370
6 C -1.561 -1.024 -4.392
7 C -0.854 -2.973 -3.137
8 C -1.417 -0.299 -3.185
9 C -0.869 -2.217 -1.915
10 C 1.497 4.616 2.707
11 C 0.564 4.319 1.841
12 C 3.500 0.408 2.110
13 C 2.628 0.054 1.092
14 C -1.049 -0.869 -1.973
15 C 2.447 3.672 3.028
16 C 0.587 3.147 1.088
17 C 3.591 1.580 2.668
18 C 1.730 1.010 0.588
19 C 2.548 2.490 2.325
20 C 1.602 2.192 1.360
21 C -2.888 -1.433 2.231
22 C -2.640 -0.602 1.006
23 C 1.041 0.835 -0.715
24 P -0.742 0.191 -0.562
25 H 5.755 1.216 5.360
26 H 4.744 -0.139 4.553
27 H 4.869 2.904 3.726
28 H -1.066 -2.959 -5.314
29 H -1.886 -0.503 -5.227
30 H -0.650 -4.016 -3.088
31 H -1.419 0.812 -3.412
32 H -0.540 -2.689 -0.960
33 H 1.364 5.585 3.113
34 H -0.322 4.962 1.595
35 H 4.039 -0.435 2.441
36 H 2.877 -0.810 0.504
37 H 3.116 4.041 3.789
38 H -0.025 3.130 0.213
39 H -2.162 -2.236 2.376
40 H -2.983 -0.794 3.154
41 H -3.935 -1.806 2.087
42 H -3.279 0.296 1.122
43 H -3.041 -1.086 0.146
44 H 1.195 1.743 -1.295
45 H 1.563 0.121 -1.372

Output
structure (SMILES)	C=Cc1ccc(C[P@](=O)(OCC)c2ccccc2)c2ccccc12
LUMO level	0.2154	eV
E_HOMO	-7.57	eV
Kohn-Sham gap	7.79	eV
electronic energy	-1304.587259	hartree

(5)
Entry from OMol25: a structure of composition C2H5ClNO2S at a distorted geometry (ωB97M-V with the def2-TZVPD basis set).

Cartesian coordinates (Å):
1 C -1.398 0.456 -0.283
2 C -0.662 -0.792 0.192
3 N 0.599 -0.844 -0.464
4 O 1.370 1.649 0.975
5 O 3.206 0.679 -0.329
6 S 1.809 1.104 -0.324
7 Cl 1.617 -2.051 0.224
8 H -1.292 0.549 -1.362
9 H -2.454 0.393 -0.025
10 H -0.956 1.329 0.187
11 H -0.596 -0.780 1.296
12 H -1.242 -1.693 -0.089

Output
LUMO level	3.8696	eV
energy relative to the best compared isomer or geometry (same formula, charge and spin)	1.619	eV
E_HOMO	-3.43	eV
net charge	-1
Kohn-Sham gap	7.30	eV
electronic energy	-1142.824177	hartree

(6)
Entry from OMol25: a structure of composition C26H49BiN7O7PTe at a distorted geometry (ωB97M-V with the def2-TZVPD basis set).

Cartesian coordinates (Å):
1 Bi 0.473 2.586 17.377
2 C -1.225 -0.944 14.612
3 C -0.679 -0.394 15.945
4 C -0.557 -1.615 16.870
5 C -0.677 -1.539 18.405
6 C -0.327 -2.923 18.921
7 C -2.146 -1.273 18.824
8 N 0.158 -0.410 18.935
9 C 0.885 -0.658 20.179
10 C 1.045 0.659 20.998
11 N 1.267 1.928 20.265
12 C 0.244 2.953 20.568
13 C -1.227 2.698 20.309
14 O -2.023 3.417 20.841
15 O -1.634 1.650 19.591
16 C 2.674 2.497 20.290
17 C 3.137 2.858 21.696
18 C 3.734 1.571 19.699
19 C 4.078 1.571 18.235
20 C 5.397 0.788 18.076
21 C 4.217 3.008 17.719
22 N 2.932 0.918 17.544
23 C 3.117 0.503 16.163
24 C 1.926 -0.285 15.655
25 N 0.614 0.449 15.753
26 C 0.419 1.267 14.575
27 C 1.346 2.463 14.489
28 O 1.811 2.785 13.439
29 O 1.543 3.069 15.637
30 H -2.129 -1.513 14.850
31 H -0.450 -1.616 14.223
32 H -1.389 -0.128 13.936
33 H -1.372 0.356 16.398
34 H 0.346 -2.136 16.660
35 H -1.345 -2.298 16.619
36 H -0.905 -3.658 18.400
37 H -0.532 -2.954 19.991
38 H 0.794 -3.126 18.749
39 H -2.826 -2.065 18.553
40 H -2.509 -0.299 18.466
41 H -2.057 -1.132 19.914
42 H -0.927 1.009 19.362
43 H 0.880 -0.076 18.284
44 H 1.871 -1.146 20.049
45 H 0.274 -1.314 20.809
46 H 1.867 0.551 21.726
47 H 0.108 0.855 21.524
48 H 0.582 3.877 20.051
49 H 0.349 3.273 21.617
50 H 2.684 3.450 19.769
51 H 3.575 2.022 22.234
52 H 2.426 3.306 22.387
53 H 3.931 3.573 21.654
54 H 3.564 0.547 20.047
55 H 4.691 1.812 20.162
56 H 6.176 1.236 18.720
57 H 5.741 0.859 17.029
58 H 5.223 -0.282 18.307
59 H 4.993 3.503 18.295
60 H 3.270 3.567 17.837
61 H 4.474 3.071 16.702
62 H 2.795 0.055 18.099
63 H 4.008 -0.112 16.088
64 H 3.346 1.437 15.606
65 H 1.917 -1.148 16.314
66 H 2.125 -0.629 14.623
67 H -0.591 1.642 14.555
68 H 0.596 0.764 13.667
69 N 0.917 4.800 17.767
70 C 0.904 5.850 17.247
71 N 0.701 6.997 16.692
72 C 1.691 7.896 16.519
73 N 2.489 8.725 16.352
74 C -0.471 5.258 12.645
75 C -1.660 4.463 13.070
76 O -1.348 4.065 14.438
77 P -2.443 3.572 15.479
78 O -1.530 3.105 16.672
79 Te -3.808 1.916 14.628
80 O -3.248 4.851 15.911
81 C -2.519 5.858 16.611
82 C -3.090 6.018 18.000
83 H -0.678 5.609 11.608
84 H 0.492 4.732 12.604
85 H -0.357 6.168 13.225
86 H -1.966 3.600 12.427
87 H -2.582 5.053 13.091
88 H -2.563 6.791 16.056
89 H -1.465 5.651 16.722
90 H -4.130 6.379 18.054
91 H -2.436 6.644 18.596
92 H -3.054 5.055 18.482

Output
LUMO level	-0.2265	eV
energy relative to the best compared isomer or geometry (same formula, charge and spin)	0.643	eV
E_HOMO	-7.43	eV
Kohn-Sham gap	7.20	eV
electronic energy	-2754.135943	hartree